Record 1
9
Properties=species:S:1:pos:R:3:forces:R:3 method="wB97M-V/def2-TZVPD" e_lumo_ha=0.0194 de_lowest_kj_mol=272.1 largest_force_ha_per_bohr=0.11793
C -2.141350 -0.165662 -1.605434 0.763 -1.399 5.851
C -2.019661 -0.471446 -0.425328 -1.059 0.212 -2.611
C 1.604661 0.342218 0.766838 -0.439 0.173 0.176
F -2.141236 -0.922521 0.785397 0.522 0.528 -0.697
F 2.039002 0.861255 1.911020 0.587 0.514 1.165
Cl 2.511207 1.236400 -0.522194 -0.981 -0.776 0.366
Cl 2.001455 -1.395233 0.830777 -0.299 0.456 -0.502
H -2.347149 0.002122 -2.577657 -0.203 0.652 -2.525
H 0.493067 0.512864 0.836584 1.109 -0.361 -1.223

Record 2
15
Properties=species:S:1:pos:R:3:forces:R:3 method="wB97M-V/def2-TZVPD" e_lumo_ha=0.0310 de_lowest_kj_mol=165.2 largest_force_ha_per_bohr=0.12880
C 1.481540 1.473101 1.491032 -0.545 2.686 0.578
C 1.487758 0.727198 0.227131 -4.407 -3.263 -0.914
O 0.673023 -0.445322 0.302020 2.742 2.926 5.272
O 1.720594 1.146552 -0.860175 1.542 0.628 -0.437
H 0.817547 1.294504 2.368342 0.186 -0.805 -1.260
H 1.156025 2.479964 1.050365 0.732 -0.951 1.118
H 2.461596 1.568674 1.911642 0.741 0.285 -0.012
C -2.825762 -1.493855 -0.112522 -0.049 -1.285 -2.569
N -1.710623 -1.114153 -1.034442 -0.806 -2.847 1.719
H -1.827589 -1.569967 -1.912942 -0.138 -0.046 -0.623
H -1.671998 -0.165505 -1.130109 0.074 2.942 -0.614
H 0.468932 -0.797022 -0.498835 -0.923 -1.449 -4.094
H -3.829918 -1.405650 -0.557907 0.199 0.059 -0.277
H -2.894418 -0.895948 0.735328 0.572 0.887 1.659
H -2.715971 -2.558479 0.106597 0.080 0.234 0.454

Record 3
18
Properties=species:S:1:pos:R:3:forces:R:3 method="wB97M-V/def2-TZVPD" e_lumo_ha=0.0420 de_lowest_kj_mol=88.8 largest_force_ha_per_bohr=0.00540
C 1.697510 1.160550 0.867052 0.041 0.042 -0.003
C 1.149735 0.318151 -0.286264 0.013 0.040 -0.095
C 0.616038 -1.055774 0.161268 -0.026 -0.019 0.024
C -0.747078 -1.421763 -0.417680 0.114 -0.147 -0.074
O -1.827484 -0.739171 0.189331 -0.082 0.037 0.069
C -2.128109 0.545710 -0.300126 -0.090 0.253 -0.072
H 1.009920 1.155522 1.722965 0.090 0.012 -0.191
H 1.841942 2.200693 0.559685 0.051 -0.106 0.049
H 2.663633 0.778453 1.214746 -0.151 0.020 0.004
H 1.931621 0.177382 -1.044271 -0.125 0.068 0.127
H 0.350996 0.874117 -0.789329 0.216 -0.108 0.077
H 1.328334 -1.844438 -0.111326 -0.100 0.073 0.047
H 0.520716 -1.086973 1.253905 0.020 0.006 -0.124
H -0.756936 -1.268886 -1.509740 -0.036 0.048 0.116
H -0.953507 -2.479955 -0.232686 0.072 0.066 -0.036
H -3.116113 0.812298 0.088630 0.145 -0.080 -0.101
H -2.164551 0.558274 -1.403237 0.026 -0.003 0.222
H -1.416667 1.315810 0.037077 -0.177 -0.203 -0.040

Record 4
54
Properties=species:S:1:pos:R:3:forces:R:3 method="wB97M-V/def2-TZVPD" e_lumo_ha="-0.0051 / -0.0637" de_lowest_kj_mol=0.0 spin_multiplicity=3 largest_force_ha_per_bohr=0.01420
Pd 0.190017 -0.040633 -0.089501 -0.352 0.553 -0.022
I 2.056435 4.872436 -0.000779 -0.184 -0.017 0.207
C 0.590890 4.019038 1.228183 0.230 -0.320 -0.524
C 0.004354 4.757038 2.252711 -0.139 -0.023 0.159
C -0.954284 4.195205 3.057452 -0.072 0.399 0.309
I -1.779577 5.380507 4.596878 0.125 -0.180 -0.230
C -1.368202 2.862433 2.861308 0.073 -0.151 -0.162
C -2.321127 2.185520 3.651649 -0.022 -0.127 -0.032
C -2.653138 0.889675 3.367798 -0.049 0.120 0.063
C -2.039302 0.251325 2.282614 0.039 -0.064 -0.152
N -1.141654 0.844121 1.531425 0.329 -0.170 -0.219
C -0.782545 2.125375 1.795035 0.011 0.266 0.139
C 0.227452 2.698011 0.938976 -0.004 0.437 0.236
O 0.751593 2.036532 -0.032191 -0.099 -0.721 -0.056
H 0.316223 5.780444 2.409406 0.003 -0.007 0.011
H -2.781967 2.701253 4.482944 -0.004 0.011 0.003
H -3.382176 0.358263 3.963061 -0.003 -0.013 -0.015
H -2.300240 -0.767146 2.019340 0.026 -0.016 0.010
F 4.631554 -3.868672 -7.716114 -0.068 -0.034 0.023
C 3.502555 -4.380553 -7.198790 0.038 -0.084 -0.072
F 2.611268 -4.483784 -8.208496 0.110 -0.013 0.071
F 3.783575 -5.646753 -6.810786 -0.016 0.110 -0.069
C 2.960696 -3.568099 -6.064867 -0.082 0.019 -0.007
C 1.774043 -3.988689 -5.471852 0.079 0.064 -0.013
C 1.241755 -3.269449 -4.421564 -0.013 -0.006 -0.018
C 1.885891 -2.119900 -3.942512 0.060 -0.135 -0.084
C 3.064163 -1.701435 -4.565255 -0.024 0.054 0.038
C 3.599259 -2.420828 -5.621334 -0.020 -0.088 -0.057
C 1.348645 -1.432864 -2.811287 -0.190 0.025 0.168
C 0.841981 -0.925717 -1.827552 0.266 0.115 0.465
H 1.274801 -4.873943 -5.844564 -0.021 0.000 0.030
H 0.313564 -3.579148 -3.959950 0.021 -0.006 0.019
H 3.554096 -0.800305 -4.221474 -0.009 -0.014 0.038
H 4.508951 -2.091324 -6.104004 0.001 0.011 0.025
C 0.510792 -3.714080 3.797453 -0.011 0.033 -0.111
C -0.038996 -3.362436 2.420027 0.089 -0.052 0.203
N 0.985622 -3.441151 1.384730 0.001 0.032 -0.084
C 1.800831 -2.440856 1.034928 0.141 -0.234 0.348
S 1.687051 -0.874031 1.737017 -0.200 0.109 -0.240
N 2.770347 -2.684479 0.165963 0.093 -0.023 -0.194
C 2.973891 -3.922728 -0.568056 0.062 -0.163 0.127
C 3.794778 -4.940515 0.222202 -0.057 0.053 -0.086
H -0.280296 -3.661142 4.545628 -0.005 -0.006 -0.003
H 1.294774 -3.009487 4.074672 0.008 -0.016 0.015
H 0.922844 -4.724351 3.805251 0.010 0.004 0.029
H -0.425534 -2.346764 2.425911 -0.059 0.002 -0.064
H -0.840111 -4.047642 2.141464 -0.011 0.049 -0.064
H 1.169544 -4.354915 1.000438 -0.017 0.045 -0.007
H 3.297531 -1.873287 -0.110178 -0.034 0.104 -0.037
H 3.494743 -3.669364 -1.487849 -0.079 0.052 -0.090
H 2.003302 -4.334236 -0.858764 0.010 0.053 -0.085
H 4.791132 -4.545948 0.418569 -0.004 -0.018 0.034
H 3.896869 -5.861943 -0.351505 0.002 -0.005 0.026
H 3.331605 -5.178127 1.181321 0.018 -0.016 -0.001

Record 5
93
Properties=species:S:1:pos:R:3:forces:R:3 method="wB97M-V/def2-TZVPD" e_lumo_ha=-0.0248 de_lowest_kj_mol=103.9 largest_force_ha_per_bohr=0.03880
Ti -0.180982 -0.047339 -0.071476 -0.040 -0.497 -0.082
C -3.773182 0.431861 2.532224 -0.006 -0.252 -0.163
C -2.499982 -0.368739 2.829624 -0.064 0.068 0.065
C -1.238782 0.498761 2.647124 -0.342 -0.191 -0.034
N -0.176482 -0.131639 1.891724 0.602 -0.217 1.125
C 0.888318 -0.628139 2.507424 0.024 -0.126 0.049
C 0.887218 -0.968039 3.874524 -0.073 -0.031 -0.030
C 1.893318 -1.437539 4.695624 0.042 0.053 -0.141
C 3.219618 -1.717039 4.405824 0.252 -0.050 -0.034
C 3.836918 -1.629739 3.166324 -0.221 -0.066 0.476
C 3.304018 -1.272339 1.945924 -0.302 0.139 -0.441
C 2.013918 -0.835639 1.580324 0.441 -0.015 0.612
N 1.685818 -0.504539 0.340724 0.831 -0.193 0.403
C 2.433118 -0.990039 -0.791576 0.309 -0.453 -0.379
C 2.094218 -2.482339 -1.027676 -0.160 0.010 0.025
C 0.828418 -2.959839 -0.285176 0.355 -0.145 0.071
N -0.286482 -2.027139 -0.348276 -0.394 -0.937 -0.583
C -1.514282 -2.473139 -0.576976 -0.452 -0.268 -0.056
C -1.884782 -3.835139 -0.520476 0.109 0.069 0.131
C -2.987582 -4.492739 -1.025876 -0.160 0.102 -0.159
C -4.039882 -3.986439 -1.771276 -0.096 0.011 0.035
C -4.332982 -2.646339 -1.961776 0.026 -0.360 0.250
C -3.730982 -1.544339 -1.393776 0.286 0.129 0.234
C -2.514082 -1.398939 -0.701676 -0.813 -1.151 0.158
N -2.130082 -0.261439 -0.129976 -0.508 -0.017 -0.188
C -3.102582 0.803361 0.057724 -0.630 0.355 0.137
C -4.202982 0.401061 1.062924 0.258 0.135 0.044
H -3.613482 1.465761 2.845924 -0.077 0.083 0.071
H -4.599482 0.035761 3.125624 -0.019 0.068 0.044
H -2.442682 -1.244239 2.173824 0.007 0.073 0.155
H -2.547382 -0.731439 3.859224 0.085 -0.081 -0.017
H -0.874482 0.826661 3.626724 0.043 0.085 -0.179
H -1.497982 1.394461 2.079224 -0.032 0.057 0.193
H -0.080282 -0.896439 4.354624 -0.011 0.096 -0.015
H 1.596318 -1.615039 5.723224 -0.030 -0.008 0.002
H 3.835018 -2.054639 5.229924 0.004 0.003 0.007
H 4.889418 -1.892539 3.149624 -0.015 0.012 -0.021
H 4.021618 -1.282539 1.136324 -0.046 -0.047 -0.074
H 3.521018 -0.861439 -0.687376 -0.310 0.142 -0.063
H 2.118818 -0.417139 -1.666476 0.220 -0.021 0.102
H 2.915518 -3.121739 -0.692076 -0.035 0.027 -0.055
H 1.947418 -2.636739 -2.096776 0.117 -0.065 0.097
H 1.076818 -3.136339 0.776224 -0.099 -0.092 -0.261
H 0.560318 -3.918839 -0.740976 0.014 0.131 0.165
H -1.176182 -4.481839 -0.018176 0.042 0.072 -0.032
H -2.995982 -5.564139 -0.865676 0.043 -0.048 -0.016
H -4.709882 -4.699939 -2.228476 -0.064 -0.080 0.010
H -5.187582 -2.426639 -2.585776 -0.087 0.020 -0.026
H -4.233782 -0.614839 -1.613476 -0.013 0.094 0.042
H -3.577282 1.074961 -0.897076 0.232 0.010 0.131
H -2.581982 1.694061 0.420824 -0.100 -0.112 -0.214
H -4.536082 -0.608439 0.812424 -0.125 0.032 0.037
H -5.059582 1.071461 0.948224 0.040 -0.052 -0.130
C 3.085318 4.241061 3.384624 -0.071 -0.107 -0.047
C 3.763718 3.258461 2.682424 0.040 -0.008 0.005
C 3.029118 2.251561 2.074024 0.329 0.113 0.098
N 1.712418 2.154561 2.159324 0.015 -0.026 0.176
C 1.072418 3.087461 2.850024 0.006 0.167 0.258
C 1.704918 4.159261 3.459324 0.055 0.004 0.049
H 3.620918 5.044861 3.869424 0.028 0.061 0.002
H 4.840818 3.270261 2.616524 0.087 -0.011 -0.090
H 3.517018 1.474661 1.501424 0.159 -0.029 -0.097
H 0.001118 2.978561 2.905924 -0.154 0.100 0.024
H 1.126918 4.905461 3.981524 -0.071 0.047 0.073
F 1.524618 0.586661 -4.175976 0.202 -0.039 0.093
C 0.309118 0.298261 -4.683076 0.435 0.403 0.189
F 0.520218 -0.317739 -5.831876 -0.246 -0.215 0.360
F -0.314382 1.448961 -4.883676 -0.165 -0.064 0.024
S -0.520782 -0.692139 -3.296576 0.482 -0.340 -1.273
O -0.127882 0.128161 -2.159976 -0.084 0.614 0.092
O 0.092918 -1.980639 -3.339276 0.192 -0.164 -0.138
N -2.062482 -0.682739 -3.435476 0.250 0.350 -0.006
S -2.709182 -1.099739 -4.825876 0.110 -0.474 -0.598
O -4.128282 -1.122439 -4.731276 -0.241 -0.119 0.454
O -2.092982 -0.397439 -5.902676 -0.022 0.064 -0.403
C -2.177782 -2.885339 -5.100776 -0.027 -0.255 -0.176
F -2.998682 -3.461839 -5.979776 -0.232 0.209 -0.053
F -0.950582 -2.945339 -5.605276 0.021 0.159 -0.105
F -2.208382 -3.613239 -3.986476 -0.047 0.184 0.148
O -0.722482 3.738861 0.641324 0.261 -0.525 -0.330
C 0.029718 2.980161 0.051524 0.047 1.978 0.257
O -0.196682 1.712461 -0.076476 -0.394 1.535 -0.314
C 1.317018 3.441361 -0.567976 -0.044 -0.282 -0.135
C 1.891818 4.656661 -0.214776 -0.291 -0.135 -0.003
C 3.112018 5.019061 -0.755876 0.030 0.067 0.048
C 3.758418 4.181961 -1.652576 0.032 -0.051 0.001
C 3.175318 2.979361 -2.020976 0.049 -0.024 -0.039
C 1.959518 2.608761 -1.478676 -0.134 0.046 0.034
H 1.368918 5.296461 0.481624 -0.003 0.039 0.058
H 3.565018 5.957561 -0.475376 0.045 0.110 0.033
H 4.714118 4.468361 -2.067876 0.055 0.033 -0.031
H 3.661518 2.326561 -2.729876 0.079 -0.034 -0.109
H 1.478618 1.688161 -1.782176 0.162 0.118 -0.006

Record 6
13
Properties=species:S:1:pos:R:3:forces:R:3 method="wB97M-V/def2-TZVPD" e_lumo_ha=0.0043 de_lowest_kj_mol=334.7 largest_force_ha_per_bohr=0.08290
C 1.235264 1.970660 -0.089858 -0.115 1.856 3.571
C 0.897530 -1.523026 0.160740 2.519 0.355 1.631
C 0.768458 0.994875 0.670836 0.797 -0.344 -0.948
C 0.435566 -0.319284 0.123616 -3.717 0.711 -0.382
C -1.635912 -0.631531 -0.546680 3.694 0.942 0.707
N -2.539921 -0.095208 0.047866 -2.721 -0.193 1.316
Br -1.567465 -1.813167 -2.046700 -0.286 -0.376 -0.178
H 1.532805 2.972882 0.319806 -0.253 -1.254 -0.386
H 1.397905 1.771509 -1.047949 0.370 -0.297 -4.236
H 0.299688 -2.334764 0.020056 -1.576 -2.102 -1.121
H 1.859910 -1.815122 0.616825 -0.176 0.606 -0.358
H 0.905487 1.160887 1.708252 -0.823 -0.329 1.155
H -3.589315 -0.338711 0.063191 2.289 0.425 -0.770